<A>
The following is a quantum chemistry calculation of 11 unconnected molecules or ions with the total composition H23O11, from OMol25.

```
! wB97M-V def2-TZVPD RIJCOSX def2/J DEFGRID3
* xyz 1 1
O -18.23 -19.51 39.97
H -17.69 -20.35 39.88
H -17.92 -18.96 39.32
H -18.16 -18.95 40.76
O -20.13 -17.08 39.70
H -21.06 -17.12 40.08
H -20.00 -16.17 40.07
O -20.73 -20.72 40.95
H -21.34 -20.70 40.35
H -21.00 -21.36 41.44
O -17.00 -18.14 42.01
H -17.66 -17.67 42.54
H -16.24 -18.22 42.59
O -18.43 -22.46 39.16
H -17.88 -22.85 38.68
H -18.83 -23.10 39.73
O -19.78 -18.80 37.13
H -20.10 -19.79 37.30
H -20.15 -18.31 37.68
O -14.62 -21.17 41.83
H -14.19 -22.03 41.77
H -15.62 -21.42 41.76
O -17.45 -16.98 38.51
H -16.93 -16.53 39.40
H -18.22 -16.70 38.51
O -15.78 -20.63 39.19
H -15.29 -20.92 38.46
H -15.34 -20.86 39.98
O -17.54 -18.23 35.59
H -18.10 -18.39 36.47
H -16.91 -17.77 35.95
O -17.47 -21.53 41.94
H -17.78 -21.57 42.94
H -17.88 -22.24 41.53
*
```

Values from the calculation:
* E_LUMO: -3.17 eV
* Kohn-Sham gap: 9.4734 eV
* highest occupied orbital energy: -12.6443 eV
* M: 199.17 g mol⁻¹

<B>
The following is a quantum chemistry calculation of 11 unconnected molecules or ions with the total composition H23O11, from OMol25.

```
! wB97M-V def2-TZVPD RIJCOSX def2/J DEFGRID3
* xyz 1 1
O 2.92 1.60 -1.84
H 2.42 2.25 -1.25
H 2.02 -0.86 -0.49
O 1.48 -2.38 1.86
H 1.04 -3.06 1.38
H 3.39 -1.24 -1.08
O -1.54 1.82 -3.85
H -0.59 3.38 -1.56
H -1.23 -1.22 3.17
O -1.89 -1.41 -2.21
H -2.14 -0.50 -1.83
H -2.27 0.62 0.94
O -0.08 2.15 1.67
H -0.02 2.73 0.88
H -2.67 -1.41 -2.81
O 0.24 -0.67 -0.43
H -0.28 -0.97 0.36
H -2.26 2.04 -3.31
O 3.13 -0.51 -0.50
H -0.85 1.36 -3.39
O -1.72 0.62 0.11
H -0.88 0.69 0.47
H 2.24 -2.73 2.32
O -0.43 -2.98 3.05
H 3.09 0.51 -1.10
H -0.72 -3.85 3.06
O 0.12 2.90 -0.99
H 0.23 -2.72 3.67
H -0.30 2.04 -0.70
O -2.18 -0.92 3.00
H -2.78 -1.58 3.20
H -0.20 -1.28 -1.15
H -0.84 2.56 2.16
H 3.76 1.90 -2.22
*
```

Values from the calculation:
* E_LUMO: -3.20 eV
* Kohn-Sham gap: 10.3915 eV
* highest occupied orbital energy: -13.5880 eV
* M: 199.17 g mol⁻¹

Tell me which of them is the least stable. Sure, it is <A>.

<A>
The following is a quantum chemistry calculation of 2 unconnected molecules or ions with the total composition C3H9NO2S2, from OMol25.

```
! wB97M-V def2-TZVPD RIJCOSX def2/J DEFGRID3
* xyz 0 1
O 2.38 -2.45 -2.18
C 2.01 -1.32 -2.01
N 0.72 -0.94 -1.87
C 0.42 0.38 -1.34
C -0.64 0.42 -0.25
S -0.08 1.68 0.96
S -1.60 1.87 2.25
H 2.76 -0.52 -1.89
H 0.03 -1.66 -1.93
H 1.34 0.72 -0.90
H 0.17 1.15 -2.07
H -0.68 -0.57 0.21
H -1.68 0.67 -0.41
H -1.33 0.92 3.17
O -0.95 -2.83 0.22
H -1.62 -3.29 0.73
H -0.44 -2.20 0.74
*
```

Values from the calculation:
* E_LUMO: 0.30 eV
* SMILES string: O=CNCCSS.O
* Kohn-Sham gap: 9.8332 eV
* highest occupied orbital energy: -9.5299 eV
* M: 155.24 g mol⁻¹

<B>
The following is a quantum chemistry calculation of 2 unconnected molecules or ions with the total composition C3H9NO2S2, from OMol25.

```
! wB97M-V def2-TZVPD RIJCOSX def2/J DEFGRID3
* xyz 0 1
N -1.90 1.06 -0.59
C -0.64 1.04 -1.18
O -0.23 1.71 -2.09
C 0.27 0.09 -0.64
C 1.54 0.71 -0.02
S 3.10 -0.18 -0.15
S 2.67 -2.13 -0.29
H -1.92 0.78 0.42
H -2.57 1.76 -0.84
H -0.29 -0.49 0.32
H 0.42 -0.65 -1.50
H 1.46 1.16 0.97
H 1.71 1.58 -0.53
H 3.23 -2.91 -1.26
O -2.18 -0.98 2.11
H -2.89 -1.62 2.25
H -1.78 -0.93 3.01
*
```

Values from the calculation:
* E_LUMO: 0.28 eV
* SMILES string: NC(=O)CCSS.O
* Kohn-Sham gap: 8.6300 eV
* highest occupied orbital energy: -8.3452 eV
* M: 155.24 g mol⁻¹

Tell me which of them is the least stable. Sure, it is <B>.

<A>
The following is a quantum chemistry calculation of a molecular structure, C47H46ClN8O4P2Rb, from OMol25.

```
! wB97M-V def2-TZVPD RIJCOSX def2/J DEFGRID3
* xyz -2 1
Rb 1.34 0.78 -0.56
C 4.06 -1.43 1.39
P 3.22 -1.94 -0.19
C 4.62 -2.48 -1.26
C 5.94 -2.06 -1.07
C 6.95 -2.45 -1.94
C 6.67 -3.26 -3.03
C 5.36 -3.67 -3.25
C 4.35 -3.28 -2.38
C 2.66 -3.61 0.43
C 1.46 -3.61 1.15
C 0.97 -4.77 1.74
C 1.67 -5.96 1.61
C 2.88 -5.98 0.91
C 3.37 -4.81 0.34
C 2.92 -1.15 2.32
C 2.55 -1.70 3.55
C 1.27 -1.16 3.84
C 0.95 -0.31 2.78
C -0.29 0.49 2.52
P -1.70 -0.61 1.93
C -2.91 0.57 1.23
C -4.21 0.71 1.68
C -4.94 1.90 1.47
C -4.15 3.03 1.11
C -2.89 2.88 0.61
C -2.49 1.50 0.10
C -2.45 -1.03 3.57
C -2.87 -0.06 4.49
C -3.42 -0.42 5.71
C -3.59 -1.77 6.04
C -3.19 -2.75 5.14
C -2.63 -2.37 3.91
N 1.95 -0.31 1.86
H 4.64 -0.53 1.20
H 4.72 -2.22 1.75
H 6.17 -1.40 -0.24
H 7.97 -2.10 -1.77
H 7.46 -3.57 -3.70
H 5.12 -4.29 -4.11
H 3.32 -3.58 -2.57
H 0.90 -2.67 1.27
H 0.05 -4.74 2.30
H 1.29 -6.88 2.06
H 3.44 -6.90 0.81
H 4.32 -4.84 -0.18
H 3.12 -2.41 4.13
H 0.65 -1.36 4.72
H -0.08 1.21 1.72
H -0.61 1.05 3.40
H -4.66 -0.06 2.30
H -5.96 2.01 1.82
H -4.53 4.03 1.33
H -2.23 3.73 0.48
H -1.39 1.46 -0.05
H -2.78 0.99 4.23
H -3.74 0.34 6.41
H -4.03 -2.05 6.99
H -3.32 -3.80 5.38
H -2.30 -3.13 3.21
N -0.02 1.70 -3.50
C 0.04 2.99 -3.10
N -0.09 3.92 -4.05
C -0.08 5.15 -3.58
N -0.18 6.17 -4.51
N 0.01 5.52 -2.29
C 0.12 4.50 -1.45
N 0.18 3.24 -1.78
C 0.12 4.83 0.03
C -0.25 6.09 0.46
C -0.39 6.32 1.82
C -0.16 5.28 2.70
C 0.24 4.06 2.17
N 0.38 3.83 0.87
H 0.14 1.59 -4.49
H 0.45 1.02 -2.93
H 0.07 5.89 -5.44
H 0.18 7.05 -4.20
H -0.44 6.86 -0.28
H -0.70 7.29 2.19
H -0.29 5.41 3.76
H 0.45 3.22 2.83
C -1.19 -1.54 -3.10
N -1.43 -1.54 -1.66
C -0.98 -2.81 -1.11
C -2.85 -1.34 -1.35
C -3.37 -0.04 -1.90
C -4.07 -0.12 -3.12
C -4.41 1.00 -3.85
C -4.04 2.24 -3.36
C -3.43 2.34 -2.12
C -3.10 1.22 -1.34
H -1.77 -2.32 -3.61
H -0.13 -1.72 -3.29
H -1.46 -0.58 -3.53
H -1.55 -3.65 -1.53
H -1.10 -2.80 -0.02
H 0.08 -2.96 -1.33
H -2.97 -1.37 -0.27
H -3.43 -2.17 -1.78
H -4.31 -1.11 -3.50
H -4.93 0.90 -4.80
H -4.25 3.15 -3.93
H -3.21 3.32 -1.72
O 3.05 1.90 -3.08
Cl 3.45 0.55 -2.73
O 4.42 0.05 -3.66
O 4.01 0.57 -1.39
O 2.26 -0.29 -2.75
*
```

Values from the calculation:
* E_LUMO: 3.72 eV
* Kohn-Sham gap: 4.2821 eV
* highest occupied orbital energy: -0.5647 eV
* M: 969.81 g mol⁻¹

<B>
The following is a quantum chemistry calculation of a molecular structure, C47H46ClN8O4P2Rb, from OMol25.

```
! wB97M-V def2-TZVPD RIJCOSX def2/J DEFGRID3
* xyz -2 1
Rb -0.40 -0.06 -0.28
C 0.59 2.04 2.32
P -1.22 2.23 2.74
C -1.09 3.12 4.35
C -0.07 4.00 4.71
C -0.11 4.67 5.93
C -1.17 4.47 6.80
C -2.18 3.58 6.47
C -2.13 2.91 5.25
C -1.64 3.64 1.63
C -1.98 3.27 0.33
C -2.33 4.20 -0.63
C -2.36 5.55 -0.29
C -2.04 5.94 1.00
C -1.68 5.00 1.96
C 1.11 0.93 3.17
C 1.99 0.97 4.25
C 2.03 -0.35 4.77
C 1.17 -1.10 3.98
C 0.71 -2.53 3.90
P -0.42 -2.46 2.41
C -1.94 -1.64 3.04
C -2.23 -1.37 4.37
C -3.40 -0.70 4.71
C -4.29 -0.29 3.72
C -4.00 -0.54 2.39
C -2.84 -1.22 2.06
C -1.00 -4.24 2.59
C -2.25 -4.68 3.01
C -2.56 -6.03 3.09
C -1.61 -6.98 2.75
C -0.36 -6.57 2.31
C -0.06 -5.22 2.22
N 0.62 -0.32 3.02
H 1.14 2.96 2.48
H 0.65 1.79 1.25
H 0.76 4.17 4.05
H 0.68 5.36 6.19
H -1.20 5.00 7.75
H -3.00 3.41 7.15
H -2.91 2.21 4.98
H -2.00 2.21 0.08
H -2.60 3.86 -1.62
H -2.64 6.29 -1.03
H -2.08 6.99 1.27
H -1.45 5.33 2.96
H 2.51 1.84 4.62
H 2.63 -0.69 5.61
H 0.18 -2.88 4.79
H 1.51 -3.24 3.69
H -1.54 -1.65 5.15
H -3.61 -0.50 5.75
H -5.19 0.25 3.99
H -4.65 -0.19 1.60
H -2.63 -1.42 1.01
H -3.01 -3.94 3.27
H -3.54 -6.34 3.42
H -1.85 -8.04 2.82
H 0.39 -7.31 2.02
H 0.91 -4.91 1.85
N 2.75 -1.72 1.28
C 2.40 -2.72 0.46
N 3.22 -3.78 0.39
C 2.85 -4.69 -0.49
N 3.62 -5.84 -0.56
N 1.80 -4.63 -1.30
C 1.05 -3.53 -1.15
N 1.27 -2.58 -0.27
C -0.11 -3.40 -2.06
C -0.34 -4.37 -3.04
C -1.35 -4.18 -3.95
C -2.12 -3.03 -3.87
C -1.84 -2.13 -2.85
N -0.87 -2.30 -1.96
H 3.48 -1.91 1.94
H 2.04 -1.04 1.54
H 4.56 -5.71 -0.22
H 3.54 -6.32 -1.44
H 0.30 -5.24 -3.05
H -1.55 -4.92 -4.72
H -2.91 -2.82 -4.57
H -2.43 -1.23 -2.75
C 2.12 4.27 0.01
N 1.96 3.16 -0.90
C 1.12 3.53 -2.02
C 3.26 2.68 -1.36
C 3.20 1.48 -2.29
C 4.04 1.49 -3.41
C 4.05 0.43 -4.30
C 3.20 -0.65 -4.06
C 2.38 -0.64 -2.94
C 2.34 0.41 -2.01
H 2.59 5.15 -0.48
H 2.75 3.98 0.85
H 1.14 4.58 0.39
H 1.61 4.29 -2.67
H 0.18 3.95 -1.65
H 0.89 2.65 -2.61
H 3.85 2.41 -0.47
H 3.80 3.51 -1.87
H 4.70 2.35 -3.59
H 4.70 0.44 -5.17
H 3.18 -1.49 -4.76
H 1.75 -1.52 -2.78
O -4.78 2.07 -1.66
Cl -3.87 0.99 -1.93
O -4.48 0.04 -2.82
O -3.50 0.33 -0.70
O -2.67 1.52 -2.54
*
```

Values from the calculation:
* E_LUMO: 3.79 eV
* Kohn-Sham gap: 5.0373 eV
* highest occupied orbital energy: -1.2483 eV
* M: 969.81 g mol⁻¹

Tell me which of them is the least stable. Sure, it is <A>.